(1)
The following is a quantum chemistry calculation of a molecular structure, C22H45N2OOsP3Se, from the Open Molecules 2025 dataset.

```
! RIJCOSX wB97M-V def2-TZVPD def2/J DEFGRID3
* xyz 4 5
Os -0.3737 -0.5974 -1.1750
P 0.2569 -2.4930 -1.8769
P 2.0290 0.0524 -0.2251
P -2.4809 0.2607 -1.3259
H 1.8842 2.5337 -1.8187
C 0.9052 3.0826 -1.8123
C 0.2066 3.1953 -0.6847
H 0.5993 2.8494 0.3194
C 1.3262 -2.3145 -3.2910
C 0.9508 -3.5187 -0.6103
C -1.3770 -3.0042 -2.3578
C 2.7063 1.5232 0.6773
C 2.5188 -1.1758 1.0801
C 3.4287 -0.1741 -1.4160
C -3.1403 1.8774 -0.7573
C -3.4533 -0.8872 -0.2747
C -3.2570 0.1258 -2.9574
H 0.3975 2.8289 -2.7870
H -0.9103 3.0504 -0.6383
H 0.7299 -1.9126 -4.1228
H 1.6046 -3.3672 -3.4225
H 2.2036 -1.6803 -3.1260
H 0.7830 -4.5178 -1.0398
H 0.4106 -3.3903 0.3430
H 2.0217 -3.3018 -0.4764
H -1.1585 -3.9572 -2.8589
H -1.8421 -2.2746 -3.0455
H -2.0016 -3.1343 -1.4566
H 3.7539 1.3140 0.9712
H 2.1598 1.7283 1.6095
H 2.7150 2.4339 0.0667
H 3.2954 -1.8548 0.6967
H 1.6575 -1.7667 1.4148
H 2.9298 -0.6643 1.9670
H 4.3587 0.2266 -0.9854
H 3.2138 0.3671 -2.3440
H 3.5715 -1.2392 -1.6267
H -4.2446 1.8218 -0.7502
H -2.8561 2.6858 -1.4461
H -2.8144 2.1382 0.2627
H -4.5056 -0.5671 -0.2987
H -3.0980 -0.8644 0.7662
H -3.3796 -1.9076 -0.6666
H -4.2939 0.4633 -2.8736
H -3.2323 -0.9051 -3.2906
H -2.7369 0.7461 -3.7016
C -0.2919 0.7619 -4.7536
C 0.4982 0.2799 -5.8560
C 0.3679 0.7819 -7.1354
C -0.4649 1.8551 -7.4315
C -1.1321 2.4541 -6.3593
C -1.0156 1.9779 -5.0490
O -0.4520 0.0852 -3.6602
H 0.2083 0.6684 -2.1839
H 1.2550 -0.4820 -5.6436
H 0.9493 0.3577 -7.9428
H -0.5810 2.2594 -8.4305
H -1.7420 3.3158 -6.5498
H -1.4521 2.5275 -4.2161
C 0.6499 1.7451 3.9718
N 0.3724 0.2866 3.9436
C 0.6884 -0.5542 5.0310
C 0.2689 -1.7856 4.6367
N -0.2675 -1.7128 3.3630
C -0.8310 -2.8294 2.6735
C -0.1572 -0.4320 2.9012
Se -0.4954 0.3072 1.1030
H 0.0633 2.2214 3.1600
H 1.7359 1.9521 3.8369
H 0.3358 2.1425 4.9630
H 1.1313 -0.1737 5.9542
H 0.2963 -2.7003 5.2137
H -0.0670 -3.5292 2.3958
H -1.5201 -3.3275 3.3309
H -1.3414 -2.4626 1.8095
*
```

Values from the calculation:
* E_LUMO (alpha / beta): -13.46 / -14.68 eV
* ΔE to the lowest compared entry with this formula, charge and spin: 167.8 kcal per mole
* largest force on an atom: 7.08 eV Å⁻¹
* orbital gap (alpha / beta): 5.410 / 3.963 eV
* highest occupied orbital energy (alpha / beta): -18.87 / -18.65 eV
* expectation value of S²: 6.058



(2)
The following is a quantum chemistry calculation of a gas-phase ion, C22H45N6O (charge +1), from the Open Molecules 2025 dataset.

```
! RIJCOSX wB97M-V def2-TZVPD def2/J DEFGRID3
* xyz 1 1
C -6.9824 2.5088 -8.2819
C -5.8335 1.8662 -7.4857
C -6.2763 1.4698 -6.0757
C -5.2049 0.8360 -5.1582
C -3.8980 0.4087 -5.8298
C -2.8583 -0.0922 -4.8208
C -2.8853 -1.6075 -4.6327
C -1.9533 -2.0918 -3.5117
C -2.7004 -2.5232 -2.2459
C -1.8230 -2.5064 -0.9863
C -1.9271 -1.2109 -0.1624
C -1.8638 -1.4486 1.3462
C -0.4821 -1.9323 1.8068
C 0.4644 -0.7726 2.1306
C 0.2907 -0.2592 3.5641
N 1.2676 -0.8471 4.4881
N 0.9978 -1.7834 5.3302
N 2.0840 -2.1206 5.9715
C 3.0716 -1.3494 5.5000
N 4.3540 -1.3441 5.9324
N 2.5785 -0.5278 4.5655
C 3.2585 0.5053 3.7726
C 3.9826 1.5577 4.6394
N 5.4085 1.6110 4.3433
C 6.3247 1.3820 5.4940
C 7.2524 0.1683 5.3264
C 5.7716 2.7495 3.5526
C 7.1775 2.7284 3.0169
O 4.9756 3.6081 3.2745
H -7.3112 1.8721 -9.1031
H -7.8519 2.6912 -7.6475
H -6.6902 3.4634 -8.7184
H -5.4688 0.9853 -8.0161
H -5.0041 2.5731 -7.4155
H -7.1248 0.7861 -6.1686
H -6.6711 2.3679 -5.5934
H -5.6374 -0.0478 -4.6800
H -4.9567 1.5339 -4.3540
H -4.1020 -0.3919 -6.5486
H -3.4858 1.2418 -6.4006
H -1.8518 0.2074 -5.1247
H -3.0472 0.3831 -3.8496
H -3.9121 -1.9238 -4.4199
H -2.6102 -2.0805 -5.5785
H -1.2597 -1.2836 -3.2516
H -1.3393 -2.9232 -3.8645
H -3.1019 -3.5284 -2.3911
H -3.5668 -1.8690 -2.1048
H -0.7858 -2.6552 -1.3023
H -2.0716 -3.3597 -0.3487
H -1.1267 -0.5180 -0.4463
H -2.8631 -0.7024 -0.4026
H -2.0917 -0.5035 1.8542
H -2.6278 -2.1719 1.6348
H -0.0291 -2.5459 1.0261
H -0.5767 -2.5738 2.6882
H 0.3007 0.0611 1.4449
H 1.5009 -1.0930 1.9901
H 0.3790 0.8229 3.6484
H -0.6662 -0.5531 3.9911
H 5.0634 -1.2546 5.2134
H 4.5509 -2.1318 6.5392
H 3.9651 0.0097 3.1050
H 2.5006 0.9692 3.1482
H 3.5340 2.5284 4.4323
H 3.8139 1.3540 5.6962
H 6.9197 2.2807 5.6577
H 5.7093 1.2687 6.3845
H 7.1261 -0.5523 6.1361
H 8.3019 0.4554 5.3186
H 7.0468 -0.3373 4.3808
H 7.5171 3.7467 2.8498
H 7.1560 2.2079 2.0581
H 7.8745 2.2077 3.6686
*
```

Values from the calculation:
* E_LUMO: -3.36 eV
* largest force on an atom: 0.71 eV Å⁻¹
* orbital gap: 8.503 eV
* highest occupied orbital energy: -11.87 eV



(3)
The following is a quantum chemistry calculation of a molecular structure, C22H46Br16N2O4S, from the Open Molecules 2025 dataset.

```
! RIJCOSX wB97M-V def2-TZVPD def2/J DEFGRID3
* xyz 0 1
C -3.1039 -1.9976 -1.4337
C -3.6523 -2.5507 -2.7306
O -4.7790 -2.3308 -3.0862
N -2.7570 -3.3169 -3.5382
C -1.9694 -2.4144 -4.3951
C -0.8477 -3.1549 -5.1110
C 0.2444 -2.1624 -5.5390
C 1.2112 -1.8127 -4.4177
O 1.6432 -3.0323 -3.7583
S 1.8164 -2.9515 -2.1625
O 3.0139 -3.7020 -1.8969
O 0.5398 -3.9057 -1.7253
N 0.0826 -3.4698 -0.4236
H -3.7470 -1.1887 -1.0952
H -3.1101 -2.7781 -0.6712
H -2.0872 -1.6206 -1.5464
H -2.1114 -3.8238 -2.9371
H -2.6380 -1.9598 -5.1255
H -1.5139 -1.6161 -3.7880
H -1.2319 -3.6349 -6.0126
H -0.4281 -3.9485 -4.4922
H 0.7470 -2.4687 -6.4560
H -0.2845 -1.2340 -5.7856
H 0.7630 -1.1290 -3.6945
H 2.1042 -1.3444 -4.8324
H -0.9159 -3.6345 -0.3794
H 0.2579 -2.4685 -0.3411
Br 2.3940 -0.3558 -0.9913
C 3.1917 1.2960 -0.3199
C 2.3847 1.8832 0.8069
Br 0.7669 2.7422 0.1573
H 3.2772 1.9687 -1.1674
H 4.1850 1.0199 0.0276
H 2.9451 2.6674 1.3130
H 2.0740 1.1369 1.5314
Br -1.2943 6.6999 0.4230
C -0.5313 6.1003 2.1079
C 0.7438 6.8307 2.4347
Br 2.2299 6.1806 1.3661
H -0.3915 5.0265 2.0239
H -1.2851 6.3110 2.8621
H 1.0270 6.6471 3.4695
H 0.6718 7.8993 2.2607
Br 4.0308 -3.3012 -7.3238
C 3.1333 -4.9446 -6.7963
C 3.0622 -5.9332 -7.9279
Br 1.7044 -5.4388 -9.2298
H 2.1526 -4.6609 -6.4271
H 3.7244 -5.3443 -5.9755
H 2.7663 -6.9114 -7.5560
H 3.9997 -6.0161 -8.4680
Br -1.6193 -5.4797 1.5279
C -2.9948 -4.7741 2.7054
C -3.6283 -3.5324 2.1413
Br -2.4557 -1.9873 2.3001
H -2.5153 -4.6076 3.6647
H -3.7377 -5.5628 2.8033
H -4.5283 -3.2776 2.6959
H -3.8702 -3.6333 1.0886
Br 1.0835 -8.5094 5.9397
C 1.0587 -7.6546 4.1929
C 1.4742 -6.2104 4.2675
Br 0.0632 -5.0893 4.9944
H 0.0550 -7.7755 3.7982
H 1.7614 -8.2177 3.5831
H 1.6651 -5.8217 3.2691
H 2.3475 -6.0559 4.8925
Br -0.9839 4.7045 5.4527
C -2.2719 5.4292 6.7165
C -2.9650 6.6432 6.1573
Br -1.8110 8.2064 6.1818
H -1.7273 5.6391 7.6313
H -2.9888 4.6310 6.8951
H -3.8261 6.9026 6.7688
H -3.2791 6.5030 5.1279
Br -0.0911 6.0839 -3.2582
C -1.6955 7.1246 -3.5957
C -1.3769 8.4754 -4.1786
Br -0.6902 9.6963 -2.8309
H -2.2269 7.1955 -2.6513
H -2.2812 6.5364 -4.2986
H -2.2798 8.9443 -4.5633
H -0.6302 8.4220 -4.9641
Br 3.2550 5.2292 7.5100
C 2.3532 3.5284 7.2439
C 3.2241 2.5338 6.5239
Br 3.3439 2.9466 4.6246
H 1.4470 3.7406 6.6894
H 2.1058 3.1729 8.2416
H 2.7888 1.5386 6.5796
H 4.2393 2.5100 6.9064
*
```

Values from the calculation:
* E_LUMO: 0.05 eV
* largest force on an atom: 1.04 eV Å⁻¹
* orbital gap: 9.689 eV
* highest occupied orbital energy: -9.64 eV



(4)
The following is a quantum chemistry calculation of a molecular structure, C22H46IO11P, from the Open Molecules 2025 dataset.

```
! RIJCOSX wB97M-V def2-TZVPD def2/J DEFGRID3
* xyz 0 1
C 0.4726 1.8041 0.3535
O -0.1937 1.1559 1.4215
C -0.4258 -0.2262 1.1903
C 0.8421 -1.0629 1.1736
C 1.5525 -1.1541 2.5276
C 3.0489 -1.4303 2.3645
C 3.8438 -0.1409 2.1616
C 5.3009 -0.3587 1.7588
C 5.4723 -1.0265 0.3942
C 4.9908 -0.1509 -0.7703
C 4.4764 -0.8871 -2.0006
O 3.5472 -1.9442 -1.6572
P 3.9561 -3.4684 -1.6204
O 5.3550 -3.8032 -1.8447
O 2.9938 -4.1575 -2.6841
O 3.3224 -3.8539 -0.2030
I 4.0366 -5.3752 0.8309
H -0.0905 2.7021 0.0804
H 0.5388 1.1605 -0.5306
H 1.4884 2.0788 0.6455
H -0.9869 -0.3578 0.2542
H -1.0730 -0.5552 2.0083
H 1.5366 -0.6673 0.4233
H 0.5703 -2.0657 0.8271
H 1.4188 -0.2181 3.0818
H 1.0804 -1.9416 3.1232
H 3.4448 -1.9635 3.2360
H 3.1837 -2.1028 1.5099
H 3.3399 0.4843 1.4170
H 3.8034 0.4439 3.0842
H 5.8305 0.6006 1.7743
H 5.7810 -0.9884 2.5165
H 6.5214 -1.2882 0.2326
H 4.9316 -1.9730 0.4021
H 4.2162 0.5431 -0.4338
H 5.8269 0.4707 -1.1080
H 3.8881 -0.2192 -2.6280
H 5.2897 -1.3128 -2.5904
H 2.0660 -3.9001 -2.5985
O -2.9049 -4.4134 -0.5146
C -3.7555 -3.6137 -0.2343
O -3.3570 -2.3705 0.1372
C -4.2808 -1.2923 0.3393
C -4.8564 -1.2844 1.7400
C -5.2254 -3.9442 -0.2300
H -5.0645 -1.3053 -0.4188
H -3.6751 -0.4004 0.1779
H -5.4654 -2.1688 1.9267
H -5.4863 -0.4042 1.8769
H -4.0538 -1.2524 2.4770
H -5.4774 -4.3536 0.7496
H -5.3954 -4.7137 -0.9775
H -5.8639 -3.0947 -0.4404
O -6.8343 -1.9752 -2.2731
C -6.8104 -1.3056 -3.2726
O -6.5670 -1.9230 -4.4429
C -6.5908 -1.2422 -5.7075
C -5.2745 -0.5603 -6.0087
C -6.9850 0.1927 -3.2313
H -7.4302 -0.5481 -5.7509
H -6.7878 -2.0365 -6.4249
H -5.0627 0.2390 -5.2986
H -5.3047 -0.1255 -7.0086
H -4.4597 -1.2826 -5.9707
H -5.9991 0.6386 -3.0865
H -7.5946 0.4314 -2.3649
H -7.4221 0.6255 -4.1257
O 3.1504 3.0255 2.8207
C 2.8233 4.1786 2.7502
O 3.7030 5.0650 2.2342
C 3.3750 6.4445 2.0199
C 3.5496 7.2744 3.2734
C 1.4831 4.6491 3.2625
H 2.3699 6.5389 1.6082
H 4.0736 6.7620 1.2476
H 2.8552 6.9696 4.0562
H 3.3677 8.3264 3.0495
H 4.5659 7.1725 3.6527
H 1.5991 4.9005 4.3184
H 0.7957 3.8101 3.1900
H 1.0751 5.5160 2.7513
*
```

Values from the calculation:
* E_LUMO: -0.78 eV
* largest force on an atom: 0.40 eV Å⁻¹
* orbital gap: 8.568 eV
* highest occupied orbital energy: -9.35 eV